80
Properties=species:S:1:pos:R:3:mulliken_charge:R:1 method="wB97M-V/def2-TZVPD" e_homo_ha=-0.361 e_above_lowest_kcal_mol=6.2 charge=+1
Ba 0.241 -0.471 -0.550 1.521
As 2.276 4.476 -5.978 0.328
As 2.648 -0.060 -2.994 0.488
As -0.784 1.735 -2.477 1.103
Cl -4.653 -3.887 -2.467 -0.191
F -2.802 2.650 2.316 -0.359
F -1.413 -1.653 0.785 -0.604
F -3.881 -2.525 1.079 -0.326
F -5.212 1.697 2.688 -0.304
N -0.658 0.921 1.253 0.009
N -1.047 -2.278 -2.422 0.271
N 2.200 0.835 1.596 0.718
C 0.490 2.409 -3.806 -1.774
C 1.669 4.118 -2.384 -1.387
C 3.848 -0.633 -1.552 -0.442
C -2.331 -2.552 -2.203 -0.336
C -1.775 3.327 -1.967 -1.460
C 1.260 1.497 2.550 -1.216
C 2.598 1.844 -2.450 -0.363
C -1.945 0.573 1.535 -0.247
C -0.967 -4.109 -3.957 -0.729
C -3.648 -1.249 1.399 0.049
C -2.986 -3.606 -2.821 0.001
C 3.169 1.827 1.134 -1.343
C -0.384 -3.044 -3.294 -0.324
C -3.015 1.351 2.030 0.872
C -2.298 -4.406 -3.717 -0.255
C -4.651 -0.442 1.901 -0.550
C 3.893 -0.109 -4.473 -1.350
C 0.906 5.686 -5.289 -1.044
C -2.076 0.989 -3.750 -1.473
C -4.294 0.856 2.210 0.000
C -2.380 -0.745 1.239 0.541
C 1.840 2.904 -3.293 2.605
C 1.128 3.284 -7.028 -0.991
C 0.034 2.053 1.848 -0.718
C 2.745 3.272 -4.482 -1.699
C 2.895 -0.249 2.290 -1.271
H 4.692 0.623 -4.352 0.429
H -2.078 3.890 -2.850 0.429
H -2.796 -5.229 -4.208 0.469
H 3.772 2.220 1.963 0.424
H 0.039 5.191 -4.851 0.243
H -1.151 3.946 -1.326 0.367
H -2.871 -1.925 -1.504 0.431
H -0.588 2.623 2.538 0.520
H -2.660 3.022 -1.408 0.458
H 3.686 3.665 -4.083 0.512
H 1.111 3.872 -1.474 -0.168
H -0.026 3.206 -4.352 0.092
H 3.402 -0.490 -0.569 -0.447
H 0.362 2.779 1.087 -0.042
H -5.653 -0.812 2.046 0.519
H -0.381 -4.696 -4.649 0.426
H 0.943 0.747 3.276 0.458
H 1.650 2.335 -7.146 0.272
H -2.987 0.711 -3.221 0.430
H 2.178 -1.005 2.615 0.356
H 3.844 1.401 0.394 0.270
H 0.151 3.108 -6.582 0.223
H 3.339 0.086 -5.390 0.368
H 3.027 2.369 -5.036 0.073
H 1.801 2.268 3.115 0.342
H 2.191 1.820 -1.431 -0.773
H 0.996 3.721 -8.015 0.421
H 4.771 -0.048 -1.573 0.428
H 3.640 2.160 -2.323 0.700
H 3.630 -0.718 1.634 0.401
H 0.575 6.274 -6.144 0.409
H 2.659 2.674 0.673 0.333
H 2.645 4.484 -2.059 0.462
H 0.655 -2.782 -3.459 0.337
H -1.648 0.105 -4.221 0.322
H 4.326 -1.108 -4.524 0.463
H 0.621 1.584 -4.518 0.570
H -2.312 1.741 -4.504 0.431
H 1.348 6.367 -4.565 0.323
H 4.083 -1.690 -1.676 0.456
H 3.430 0.104 3.183 0.346
H 1.145 4.944 -2.866 0.164



79
Properties=species:S:1:pos:R:3:mulliken_charge:R:1 method="wB97M-V/def2-TZVPD" e_homo_ha="-0.484 / -0.484" e_above_lowest_kcal_mol=51.0 charge=+2
Te -1.169 2.511 0.212 0.702
As 3.476 -3.863 2.555 0.436
As -0.374 -2.498 -0.303 1.161
As 1.668 0.192 -0.501 1.096
Ni -0.679 -0.137 -0.603 -0.452
S -3.975 2.052 -2.051 -0.329
N -2.620 -0.574 -1.344 -0.475
N -5.834 -0.468 0.228 -0.712
N -5.698 0.747 -0.360 0.234
N -3.903 -0.325 -0.791 0.336
C 2.674 -1.382 -1.066 -2.024
C -4.753 -1.125 -0.046 0.915
C -2.950 4.857 0.446 -0.719
C -2.165 4.603 -1.832 -0.278
C 1.310 -3.433 -0.617 -2.131
C 2.495 0.744 1.151 -0.849
C -3.559 6.467 -1.234 -0.582
C -2.229 4.174 -0.516 0.565
C -4.546 0.875 -1.045 -0.091
C 2.057 4.877 1.883 -0.496
C 1.736 -4.521 3.180 -1.059
C -2.835 5.760 -2.185 -0.733
C -3.618 6.021 0.073 -0.618
C 0.561 3.692 0.420 1.003
C 1.088 4.365 -0.676 -0.908
C -0.922 -3.057 1.462 -1.086
C 2.594 5.537 0.790 -0.607
C 2.629 -2.729 -0.333 2.793
C -1.478 -3.604 -1.452 -1.407
C 2.882 -2.519 1.164 -1.512
C 3.746 -3.563 -0.984 -2.034
C 2.459 1.379 -1.804 -0.877
C 1.030 3.958 1.702 -0.839
C 2.109 5.285 -0.485 -0.606
C -4.514 -2.530 0.337 -0.775
C 3.941 -5.522 1.620 -1.150
H -1.102 -4.626 -1.372 0.495
H 3.150 -5.911 0.984 0.319
H 3.575 0.640 1.016 0.472
H 1.151 -4.993 2.393 0.210
H 3.674 -1.766 1.247 0.681
H -4.470 -3.174 -0.542 0.286
H -1.953 -2.774 1.641 0.290
H 1.265 -3.712 -1.675 0.683
H -2.627 -1.523 -1.742 0.220
H 2.253 1.782 1.326 0.054
H -1.409 -3.289 -2.493 0.463
H -6.452 1.416 -0.330 0.199
H -4.082 7.368 -1.517 0.414
H 0.715 4.179 -1.675 0.501
H -1.619 4.046 -2.580 0.523
H -2.609 0.108 -2.149 0.312
H 4.122 -6.243 2.419 0.398
H 2.227 2.417 -1.578 0.112
H -5.352 -2.856 0.949 0.422
H 2.403 -1.513 -2.120 0.436
H 1.167 -3.717 3.644 0.295
H 2.109 1.128 -2.803 0.416
H 2.420 5.086 2.877 0.443
H 0.597 3.466 2.562 0.451
H 1.993 -2.068 1.629 -0.221
H 4.862 -5.417 1.053 0.351
H -2.795 6.110 -3.206 0.443
H 4.725 -3.237 -0.635 0.465
H 3.536 1.220 -1.745 0.459
H 2.165 0.137 1.990 0.318
H -2.519 -3.593 -1.128 0.279
H 1.233 -4.359 -0.034 0.608
H 2.523 5.809 -1.334 0.454
H -0.301 -2.587 2.218 0.174
H -0.823 -4.141 1.526 0.457
H -3.601 -2.643 0.913 -0.081
H -4.182 6.570 0.812 0.419
H 3.381 6.262 0.932 0.436
H 3.722 -3.452 -2.067 0.479
H -2.996 4.512 1.469 0.408
H 3.708 -1.018 -1.056 0.629
H 1.936 -5.269 3.947 0.464
H 3.644 -4.619 -0.761 0.473



93
Properties=species:S:1:pos:R:3:mulliken_charge:R:1 method="wB97M-V/def2-TZVPD" e_homo_ha=-0.261 charge=-1
Na -1.449 1.511 -1.279 0.931
O 8.111 -3.254 -0.872 -0.682
O -0.963 2.760 -4.644 -0.494
O -4.784 -4.352 -3.196 -0.490
O -4.992 -6.837 -3.233 -0.424
O 4.109 -1.752 -2.098 -0.396
O 1.693 -3.823 -0.474 -0.689
O -1.580 -4.239 -4.676 -0.608
O -7.644 -6.720 -5.588 -0.588
O 0.456 3.877 0.701 -0.402
O 2.033 -0.924 -1.423 -0.684
O 3.708 -3.929 -1.350 -0.569
O 5.388 -3.683 -2.975 -0.474
O -6.923 -8.165 -3.079 -0.618
O 7.472 -3.984 -3.818 -0.616
O -4.396 2.864 -0.959 -0.467
O 5.942 -3.064 -0.835 -0.395
O -3.290 -2.596 -2.777 -0.657
O 1.491 2.110 4.516 -0.450
O -5.828 -5.455 -5.040 -0.508
O -3.382 -5.753 -4.624 -0.419
N 1.859 0.760 4.924 0.157
C 1.166 2.193 -5.564 -1.303
C 2.885 -1.882 -1.563 0.567
C 1.116 -1.414 5.726 -0.985
C 6.991 -3.400 -1.405 0.641
C -2.738 -4.569 -4.339 0.569
C -0.387 5.888 1.536 -1.107
C -6.664 -6.486 -4.931 0.593
C -0.558 0.502 5.531 -1.873
C 2.700 -3.302 -0.983 0.712
C 1.956 5.698 0.710 -1.344
C -5.494 2.216 -0.386 0.432
C 3.229 0.403 4.428 1.597
C -3.661 -3.676 -3.387 0.616
C 6.691 -3.852 -2.842 0.591
C -6.180 -7.311 -3.623 0.581
C -0.316 1.910 -5.515 0.611
C 0.695 -0.170 4.856 1.506
C -1.046 1.885 -6.887 -1.390
C -6.199 1.361 -1.415 -1.269
C 3.495 0.227 2.988 -1.542
C 2.410 -2.006 5.199 -0.701
C 0.563 5.224 0.553 0.496
C 4.202 1.393 5.116 -1.881
C -4.976 1.278 0.683 -1.304
C 3.540 -0.964 5.158 -1.108
C 0.248 -0.560 3.429 -1.712
B -4.723 -5.586 -4.040 0.950
B 4.786 -3.069 -1.817 0.993
H 2.228 -2.412 4.204 0.358
H 0.286 0.249 2.700 0.248
H -1.118 2.828 -7.428 0.395
H 3.520 1.179 2.457 0.308
H 0.854 -1.393 3.072 0.337
H 5.176 1.411 4.628 0.380
H 1.577 2.235 -4.556 0.300
H -4.506 0.427 0.190 0.273
H 0.394 -2.208 5.914 0.370
H -1.399 -0.168 5.707 0.406
H -4.304 1.855 1.318 0.312
H 0.149 5.424 -0.436 0.209
H -6.853 2.048 -1.953 0.336
H -0.426 0.902 -5.115 0.205
H 3.763 2.381 4.978 0.400
H -5.567 0.762 -2.069 0.333
H 4.499 -0.198 2.961 0.438
H -0.532 1.199 -7.561 0.370
H -1.218 3.586 -5.062 0.291
H -2.028 1.412 -6.867 0.345
H 2.730 5.433 -0.009 0.352
H 2.306 5.495 1.722 0.283
H 3.970 -0.771 6.141 0.435
H -0.339 1.041 6.454 0.429
H 1.450 -1.009 6.682 0.371
H -0.203 6.962 1.514 0.374
H 0.864 3.557 1.509 0.250
H 1.713 2.679 5.257 0.303
H 1.748 1.445 -6.102 0.367
H -1.094 1.276 4.981 0.338
H 4.367 -1.382 4.584 0.304
H -0.213 5.445 2.517 0.243
H 1.350 3.170 -6.010 0.320
H -5.733 0.908 1.375 0.382
H -6.094 2.972 0.121 0.380
H -1.439 5.709 1.313 0.260
H -4.718 3.752 -1.131 0.256
H 2.695 -0.443 2.673 0.336
H 2.798 -2.760 5.883 0.397
H -6.974 0.705 -1.017 0.375
H 4.235 1.266 6.198 0.411
H 2.060 6.764 0.504 0.398
H -0.737 -1.018 3.341 0.428



Which calculated total energy belongs to each record? In order, -238709.918 -275291.231 -75877.411 eV.